(1)
The following is a DFT calculation (wB97M-V/def2-TZVPD) of a structure of composition C3H5NO2 in a non-equilibrium geometry.

The calculation puts the relative energy (zero: lowest compared OMol25 entry of this formula, charge and spin) at 4.902 eV. The value obtained for the orbital gap is 10.33 eV. For the HOMO energy, the calculation gives -9.539 eV.

XYZ file:
```
11
Properties=species:S:1:pos:R:3:forces:R:3
N 1.6303 1.1267 0.1259 0.130 -0.790 -0.448
C 1.7194 0.0952 -0.4953 0.041 0.880 0.531
O 0.0688 -0.4816 -1.1989 0.000 -0.073 -0.031
C -0.7515 -0.8023 -0.1084 -0.091 -0.060 0.122
C -1.4027 0.4348 0.4898 -0.190 -0.061 0.369
O -1.8858 0.4652 1.5968 0.227 -0.012 -0.553
H 2.4571 1.5088 0.5727 0.001 0.031 0.016
H 1.3431 -0.8612 -1.0596 -0.134 -0.038 -0.062
H -0.2147 -1.3225 0.7030 -0.047 0.070 -0.104
H -1.5522 -1.4801 -0.4429 0.077 0.107 0.076
H -1.4118 1.3171 -0.1831 -0.014 -0.054 0.084
```
Positions in Å, forces in eV/Å.

Atom charges from the natural (NBO) analysis, given in e for atoms 1 to 5: N -0.63; C 0.32; O -0.71; C -0.20; C 0.42

=====

(2)
The following is a DFT calculation (wB97M-V/def2-TZVPD) of a cluster of 16 separate species, C68H139N12O14 in total in a non-equilibrium geometry.

The calculation puts the relative energy (zero: lowest compared OMol25 entry of this formula, charge and spin) at 10.084 eV. As for the total charge: +3. The value obtained for the orbital gap is 1.06 eV. For the HOMO energy, the calculation gives -11.756 eV.

XYZ file:
```
233
Properties=species:S:1:pos:R:3:forces:R:3
C -3.1034 -18.3697 26.4311 1.935 -0.219 0.306
C -4.4127 -17.7531 26.1246 -0.510 -0.189 1.231
N -4.9302 -18.4019 24.9725 -1.226 -0.656 -2.341
C -5.4447 -19.6944 24.8818 -0.662 0.307 -2.116
C -5.7652 -19.9076 23.5195 0.937 0.823 2.207
N -5.3947 -18.7679 22.8694 0.687 1.886 -0.120
C -4.8938 -17.8482 23.7415 -0.380 -2.412 -0.080
C -5.5447 -18.4842 21.4012 0.534 -1.140 1.231
H -2.4428 -18.1564 25.5798 0.190 -0.002 0.354
H -3.0136 -19.4635 26.6051 -0.792 0.638 -0.135
H -2.7187 -17.8909 27.3240 0.411 0.079 0.082
H -4.3360 -16.6855 25.9204 0.100 -0.076 0.012
H -5.1111 -17.8760 26.9531 -0.133 0.044 -0.083
H -5.6592 -20.3512 25.7214 0.266 0.485 -0.131
H -6.2111 -20.7341 22.9848 -0.359 -0.095 -0.087
H -4.3264 -16.9816 23.4374 -0.429 0.203 0.251
H -4.7404 -18.9823 20.8611 0.172 0.504 0.039
H -5.6490 -17.4256 21.2045 0.240 0.062 0.078
H -6.4245 -19.0193 21.1644 -1.337 -0.376 -0.726
C -1.3037 -26.1800 11.9005 -0.229 -0.299 -0.180
C -0.4612 -25.1581 12.6152 -0.129 1.704 0.055
N -0.8120 -24.9487 13.9965 0.304 -1.170 1.148
C -1.8177 -24.1727 14.3990 -2.227 1.406 1.488
C -1.9020 -24.2648 15.7908 0.189 0.908 -2.629
N -0.8483 -25.0218 16.1439 1.145 -2.094 2.324
C -0.2422 -25.5300 15.0650 0.724 0.068 -0.948
C -0.4206 -25.2798 17.5714 -0.827 1.079 0.077
H -1.4941 -27.0692 12.5001 0.354 -0.023 0.271
H -0.6980 -26.4847 11.0697 0.000 -0.360 -0.699
H -2.2916 -25.8991 11.5354 0.201 0.605 0.077
H -0.5004 -24.0949 12.2948 -0.214 -0.881 -0.958
H 0.5857 -25.3930 12.5962 0.505 -0.450 -0.082
H -2.4534 -23.5080 13.7705 0.455 -0.579 0.166
H -2.6110 -23.7899 16.4350 -0.024 0.002 0.507
H 0.5798 -26.2683 14.9079 -0.798 0.911 0.892
H 0.2777 -26.1288 17.6324 -0.227 0.660 -0.078
H -1.3111 -25.4166 18.2038 -0.076 -0.578 -0.588
H -0.0731 -24.3085 18.0055 0.555 -0.907 -0.709
C -5.7617 -26.6448 15.1915 -0.137 -0.480 0.911
C -4.6423 -26.7816 16.1990 0.657 -1.068 1.313
N -4.6579 -28.0565 17.0749 -0.711 2.151 -1.219
C -4.4743 -29.3301 16.6373 0.572 -0.290 1.449
C -4.3874 -30.0993 17.7682 -0.838 0.003 -0.787
N -4.6895 -29.2739 18.8187 0.601 0.336 1.000
C -4.7868 -28.0175 18.4009 0.051 0.704 -0.645
C -4.5964 -29.6759 20.2153 1.147 -1.236 0.291
H -6.6934 -26.9893 15.6615 0.076 0.334 -0.254
H -5.5788 -27.2474 14.3271 0.052 -0.501 -0.577
H -5.8424 -25.6188 14.8551 -0.052 0.317 0.109
H -4.5633 -25.9993 16.9406 -0.465 0.385 0.209
H -3.6427 -26.7942 15.7892 0.205 -0.062 -0.658
H -4.3477 -29.5315 15.6116 0.113 -0.394 -0.802
H -4.1989 -31.1489 17.9179 -0.131 0.024 -0.074
H -4.8408 -27.0461 18.9504 -0.347 -1.042 -0.007
H -5.2744 -30.4964 20.4493 -0.286 0.253 -0.132
H -4.7602 -28.8629 20.9020 -0.250 0.399 -0.152
H -3.5603 -30.0574 20.3625 -0.629 0.307 0.059
C 0.0500 -21.5024 11.0361 1.213 1.308 0.021
C -0.8992 -20.8234 12.0480 0.891 -0.895 1.150
C -0.2895 -19.7595 12.9956 0.424 0.237 -0.195
N -1.2043 -19.3630 14.1380 -0.695 1.268 0.299
C -0.6689 -18.1505 14.8848 0.083 0.104 0.970
C -2.5763 -19.0547 13.6761 -1.735 1.070 -0.631
C -3.4928 -19.0914 14.8981 -1.013 0.154 0.101
C -2.7993 -19.9941 15.8865 0.844 -1.012 0.491
C -1.5039 -20.3873 15.1814 0.925 -1.644 -0.310
H -0.4876 -21.9948 10.2356 -0.398 -0.511 0.273
H 0.8219 -22.1834 11.4889 -0.782 0.676 -0.398
H 0.5706 -20.7045 10.4501 0.074 -0.545 0.622
H -1.3659 -21.6108 12.6735 -0.168 0.591 -0.617
H -1.6249 -20.2663 11.4961 -0.829 -0.193 -0.375
H -0.1549 -18.8376 12.4150 0.018 -0.093 0.201
H 0.6881 -19.9575 13.4569 -0.279 -0.404 -0.168
H -0.3778 -17.2971 14.2355 -0.159 -0.917 0.137
H 0.1661 -18.5592 15.4803 -0.036 0.598 -0.453
H -1.4069 -17.7737 15.6529 0.582 -0.620 -1.097
H -2.6058 -18.0895 13.1597 0.257 -0.138 0.041
H -3.0050 -19.8125 13.0233 0.778 -0.260 -0.126
H -3.6662 -18.1343 15.4042 0.036 -0.034 -0.609
H -4.4652 -19.5281 14.5991 0.453 0.396 0.086
H -2.6142 -19.4818 16.8468 -0.052 -0.420 -0.370
H -3.2999 -20.9705 16.0173 -0.197 0.624 0.219
H -0.6209 -20.4820 15.8307 -0.345 -0.111 -0.163
H -1.6995 -21.3174 14.5945 0.228 0.603 0.675
C -12.9217 -20.2019 18.7471 -2.539 -0.894 -0.627
C -12.3228 -18.9373 18.2488 0.866 -0.003 0.636
C -11.0162 -18.7382 18.9819 0.597 0.053 0.231
N -10.5440 -17.3469 19.0307 -0.422 1.494 0.022
C -11.4933 -16.4713 19.8081 -0.074 -0.154 -0.109
C -10.3632 -16.7656 17.6570 -0.322 0.109 -0.262
C -9.4537 -15.5892 17.8880 -0.480 1.215 -1.017
C -8.5865 -15.9463 19.0671 0.004 -0.823 1.032
C -9.1649 -17.2619 19.6367 0.078 -0.202 -0.271
H -12.3903 -21.1012 18.5137 1.020 -0.431 0.306
H -13.8255 -20.3659 18.1111 0.165 0.151 0.781
H -13.2424 -20.1659 19.8060 0.302 -0.053 -0.522
H -13.0271 -18.1398 18.4460 -0.045 0.377 0.024
H -12.1755 -19.0107 17.1949 0.179 0.079 -0.857
H -10.1056 -19.2418 18.6116 -1.018 -0.625 -0.031
H -11.1410 -18.9789 20.0316 0.100 -0.545 0.130
H -11.7652 -17.0047 20.7279 0.252 0.327 -0.176
H -12.3999 -16.2929 19.2280 0.177 -0.084 0.038
H -11.0122 -15.5103 19.9954 -0.085 -0.218 0.198
H -11.3327 -16.5370 17.2030 0.124 0.102 0.356
H -9.9018 -17.4654 16.9746 0.235 -0.699 0.284
H -10.0760 -14.7009 18.0834 0.389 -0.192 0.065
H -8.9043 -15.3582 16.9725 0.050 -0.047 0.156
H -8.6056 -15.1803 19.8236 -0.165 0.382 0.300
H -7.5421 -16.0972 18.8763 0.538 -0.090 -0.557
H -9.1840 -17.2911 20.7374 -0.325 -0.132 -0.492
H -8.7084 -18.2065 19.2939 0.361 0.745 0.302
C -3.6175 -28.0532 23.7712 -1.011 -2.129 0.098
C -4.8341 -27.3829 24.4069 -0.420 0.491 -0.492
C -5.5407 -26.6628 23.2499 1.367 0.784 0.543
N -6.7225 -25.8080 23.6687 0.796 -0.207 -1.775
C -6.2434 -24.6032 24.3814 -1.623 -0.604 1.676
C -7.3719 -25.3001 22.3835 0.481 -0.929 -0.843
C -8.8385 -25.4892 22.5299 -1.893 0.040 0.804
C -9.1097 -26.1925 23.8966 0.422 1.616 0.729
C -7.7343 -26.6905 24.3504 0.067 -0.583 -1.471
H -2.9236 -28.4868 24.4868 0.058 0.214 0.123
H -3.0992 -27.4466 23.0682 0.533 0.859 -0.341
H -3.9813 -28.9309 23.1666 0.258 0.694 0.537
H -4.5621 -26.6501 25.1841 0.075 -0.341 -0.209
H -5.5335 -28.1059 24.8406 0.431 -0.059 0.091
H -5.7964 -27.3478 22.4403 -0.631 0.016 0.295
H -4.7946 -25.9770 22.8076 -0.570 -0.106 0.084
H -5.5757 -24.0882 23.7394 0.891 0.334 -0.329
H -5.8474 -24.8948 25.3699 0.099 0.319 -0.575
H -7.1236 -23.9608 24.5274 0.252 -0.122 0.101
H -7.1145 -24.2551 22.2234 0.222 -0.056 -0.008
H -6.9423 -25.9315 21.5937 -0.344 0.503 0.116
H -9.3433 -24.5400 22.5670 -0.025 0.626 0.117
H -9.3498 -25.9841 21.7071 0.621 -0.498 0.071
H -9.5794 -25.4839 24.6223 0.683 -0.252 -0.425
H -9.8427 -26.9530 23.8240 -0.298 -1.140 -0.261
H -7.4255 -26.7019 25.3779 -0.501 -0.174 0.676
H -7.5417 -27.6755 23.8595 -0.399 0.545 0.619
C -9.0396 -25.9488 18.9380 -0.507 0.076 0.709
C -8.1383 -25.0495 18.1325 -0.001 0.719 0.545
C -7.6442 -23.8402 18.9752 -0.584 -1.069 -0.127
N -7.0055 -22.7689 18.1802 -1.391 1.733 0.064
C -6.3564 -23.2855 17.0152 0.595 -1.366 -2.058
C -6.0069 -21.9979 18.9505 1.536 -1.269 1.404
C -5.7872 -20.7183 18.1874 0.944 0.856 1.833
C -7.1139 -20.4280 17.5616 -0.598 -0.709 -0.222
C -7.9993 -21.6823 17.8152 0.470 1.034 -0.853
H -9.9191 -25.3977 19.3109 0.259 -0.099 -0.080
H -8.5217 -26.4184 19.7805 -0.087 -0.038 -0.142
H -9.3977 -26.7511 18.2961 -0.028 -0.210 -0.061
H -8.7245 -24.5851 17.3534 -0.074 -0.234 -0.708
H -7.3581 -25.7113 17.7291 0.150 0.738 -0.046
H -6.8999 -24.1515 19.6850 0.156 -0.262 0.526
H -8.5093 -23.3542 19.4410 0.214 -0.463 0.210
H -7.0103 -23.6224 16.1912 -0.200 -0.082 0.922
H -5.7195 -24.0874 17.3716 0.200 -0.239 -0.222
H -5.7439 -22.6053 16.4614 0.415 0.863 0.328
H -5.1102 -22.6487 19.0405 -0.321 0.380 -0.166
H -6.3847 -21.8832 19.9853 -0.148 0.344 -0.614
H -4.9271 -20.7133 17.5220 -0.163 -0.315 -0.187
H -5.5837 -19.9184 18.9262 0.178 -0.407 -0.322
H -6.9662 -20.2527 16.5130 -0.312 0.218 -0.610
H -7.5041 -19.5571 18.0550 -0.630 0.331 -0.072
H -8.5304 -21.9683 16.9227 -0.177 -0.262 -0.010
H -8.7400 -21.5049 18.5999 0.487 -0.328 -0.021
C -12.6102 -27.5899 18.3683 0.154 -0.619 -1.260
C -12.3377 -28.9082 17.6932 2.880 -1.791 -0.275
O -11.3874 -29.3002 17.0392 -2.996 1.504 1.542
N -13.3103 -30.1227 18.0960 0.294 0.345 -1.252
H -14.2859 -29.8334 17.9250 0.404 -0.392 -0.187
H -12.9965 -30.8492 17.4449 -0.456 0.194 -0.265
C -13.2144 -30.6838 19.4731 -0.205 0.003 0.020
H -12.8765 -26.8522 17.6009 -0.308 -0.128 0.223
H -11.6525 -27.2583 18.7267 0.482 0.167 0.387
H -13.3225 -27.6711 19.1722 -0.318 0.107 0.103
H -12.1883 -31.0179 19.6804 -0.433 0.460 -0.074
H -13.8900 -31.5671 19.5171 0.262 0.876 0.185
H -13.5313 -29.8159 20.0509 0.107 -0.714 0.883
C -1.9289 -21.2636 19.6024 2.251 0.144 -1.060
C -0.6505 -20.3952 19.3774 0.932 -0.680 4.613
O -0.3691 -19.6862 18.4672 -1.061 0.472 -2.473
N 0.3615 -20.4006 20.4080 -3.295 -1.493 -0.901
H -2.5008 -16.6797 21.2050 -0.425 -0.372 -0.969
H 0.3968 -21.1103 21.1081 -1.020 -0.515 0.309
C 1.6350 -20.2823 19.8426 1.996 2.238 0.513
H -2.0175 -21.5514 18.5471 -0.992 -0.448 0.339
H -2.7420 -20.6475 19.9354 -0.496 0.157 0.035
H -1.7444 -22.1511 20.2552 -0.168 0.979 -0.567
H 1.6575 -20.5794 18.8031 0.315 -0.299 -0.141
H 2.2842 -20.8637 20.5058 0.537 0.451 -0.566
H 1.8265 -19.1816 19.8795 0.960 -0.913 -0.279
C -11.5475 -24.5251 16.4651 -0.255 -0.824 -0.662
C -10.9580 -23.3874 17.2473 -1.041 1.356 -0.285
O -10.3676 -22.4862 16.5882 -0.209 -0.442 0.283
O -11.2193 -23.3709 18.4719 0.528 0.075 0.286
H -11.1084 -24.5910 15.4690 -0.351 0.187 -0.121
H -12.6644 -24.5397 16.4363 0.877 0.358 -0.011
H -11.2365 -25.4170 16.9771 0.070 -0.710 0.339
C -9.9765 -21.7902 21.2026 0.039 -0.099 -0.982
C -8.6338 -21.0648 21.1334 0.615 -0.330 0.557
O -7.6213 -21.5453 21.7519 -0.719 0.008 -0.161
O -8.5792 -20.0295 20.4348 0.101 0.523 -0.139
H -10.7694 -21.1370 21.5569 0.052 0.257 0.227
H -9.8965 -22.6434 21.8661 -0.154 -0.191 -0.107
H -10.3247 -22.0815 20.1649 0.468 -0.033 1.021
C -5.6235 -22.6188 12.2267 0.549 0.470 0.918
C -4.6418 -22.4846 13.4364 -0.710 -0.756 -1.184
O -3.5009 -22.0057 13.2109 0.476 0.411 0.021
O -5.0461 -22.9267 14.5248 0.125 -0.035 0.453
H -5.1560 -22.3926 11.2732 0.177 -0.198 -0.014
H -6.3743 -21.8468 12.3945 -0.365 -0.215 -0.058
H -6.0718 -23.6150 12.2530 -0.089 0.267 -0.111
C -3.1730 -24.5341 21.0382 0.303 -0.837 0.545
C -4.0934 -25.0378 19.9379 1.557 0.177 -2.829
O -3.6694 -24.9509 18.7008 -0.636 -0.042 2.151
O -5.1467 -25.5884 20.2879 -0.184 -0.046 0.058
H -3.7488 -23.8844 21.6960 0.041 -0.192 0.348
H -2.2573 -24.0176 20.7676 -0.159 0.023 -0.545
H -2.8220 -25.4668 21.5518 -0.458 0.848 0.059
C -4.7753 -15.8940 17.1441 0.936 -1.254 1.683
C -3.6936 -16.9113 17.7606 0.275 -2.135 0.276
O -2.5709 -17.1081 17.3006 -1.170 1.139 0.305
O -4.1761 -17.6330 18.7859 0.590 2.025 -0.632
H -5.5462 -16.4516 16.5815 0.383 0.305 0.445
H -4.2438 -15.1733 16.5230 -0.173 -0.025 0.188
H -5.1262 -15.5258 18.1331 -0.406 0.458 -1.184
C -10.2492 -29.8602 20.6550 -0.462 1.504 1.295
C -8.8330 -29.4631 21.1834 0.614 -2.629 -0.820
O -8.0423 -30.4219 21.3597 -0.361 0.115 0.031
O -8.5687 -28.2743 21.3190 -0.120 2.308 0.442
H -10.6657 -29.0231 20.0460 0.390 -0.846 -0.157
H -10.9276 -29.8743 21.5239 0.198 0.039 0.081
H -10.2947 -30.8677 20.2833 0.301 -0.205 -0.720
```
Positions in Å, forces in eV/Å.

Atom charges from the Mulliken analysis, given in e for atoms 1 to 5: C -1.05; C -0.57; N 0.17; C -1.24; C 0.00